Entry from the Open Molecules 2025 dataset: a single C4H5NO4 molecule at a distorted geometry (the ωB97M-V functional and the def2-TZVPD basis).

Bonds (Å) are listed after each position.
Element x y z (Å)
1 N -1.5473 -1.5091 1.0084  C2 1.369, H10 1.007, H11 1.009
2 C -0.8468 -0.3336 0.9671  N1 1.369, O3 1.202, O4 1.502
3 O -0.4630 0.3045 1.9105  C2 1.202
4 O -1.1220 0.3105 -0.3618  C2 1.502, C5 1.346
5 C 0.1018 0.4772 -0.8969  O4 1.346, O6 1.336, C7 1.525, C8 1.762
6 O 0.2124 0.2699 -2.2117  C5 1.336, H12 0.970
7 C 1.1597 1.3450 -0.2243  C5 1.525, C8 1.492, H13 1.087, H14 1.086
8 C 1.3271 -0.0595 0.2499  C5 1.762, C7 1.492, O9 1.196
9 O 2.2141 -0.7686 0.6238  C8 1.196
10 H -1.6836 -1.9947 0.1365  N1 1.007
11 H -1.3615 -2.0632 1.8309  N1 1.009
12 H -0.6653 0.1968 -2.6181  O6 0.970
13 H 1.9253 1.7504 -0.8813  C7 1.087
14 H 0.7493 2.0746 0.4670  C7 1.086

gap between HOMO and LUMO	8.14	eV
max |F|	0.074	Eh/bohr
LUMO level	0.01367	Eh
2S+1	1
SMILES	NC(=O)O[C@@]1(O)CC1=O
relative energy (zero: lowest compared OMol25 entry of this formula, charge and spin)	339.3	kJ/mol
HOMO energy	-7.77	eV